No. 1
24
Properties=species:S:1:pos:R:3:forces:R:3 method="wB97M-V/def2-TZVPD" charge=0 lumo_energy_ha=-0.0458 homo_lumo_gap_ev=7.4 homo_ev=-8.7
S -0.91384 1.10817 1.68060 -0.8 -1.8 -3.1
N 1.90195 2.45526 -1.04725 0.3 0.4 0.7
N 2.31627 -1.16445 -0.41148 -0.4 0.4 0.2
C -2.92100 -0.52207 -0.21818 -1.4 0.2 -0.6
C -1.39078 -0.75728 1.88619 -0.2 0.9 -1.1
C 2.48375 1.26368 -0.41239 -1.3 0.6 -0.2
C 1.57093 0.08693 -0.70690 0.5 -1.2 -0.2
C -2.00612 -1.42711 0.58418 1.6 0.8 0.1
H -2.50282 0.46591 -0.40856 0.2 -0.1 0.3
H -2.40156 -2.41441 0.83451 -0.4 0.3 0.2
H 2.49187 -1.20247 0.59255 0.0 -0.1 -0.2
H -0.44686 -1.26221 2.08575 -0.2 0.0 0.3
H 2.44574 2.90991 -1.75997 0.1 -0.2 0.0
H 2.51571 1.38114 0.67831 0.2 0.2 -0.1
H -2.09138 -0.84680 2.71853 0.2 0.3 0.0
H 1.34845 0.13176 -1.77507 0.1 -0.3 -0.1
H 1.75280 -1.97344 -0.63794 0.0 -0.1 0.0
H -3.21151 -0.81491 -1.24377 0.4 -0.7 0.5
H 3.48889 1.08893 -0.78680 0.0 -0.2 0.0
H -1.00437 0.98716 -0.42007 0.3 0.5 3.9
H 0.95100 2.33395 -1.34577 -0.1 0.0 -0.1
H 0.58814 0.12784 -0.18529 1.0 0.2 -0.2
H -3.88220 -0.29037 0.27236 0.4 -0.3 0.2
H -1.08307 -1.66512 0.02646 -0.5 0.1 -0.4

=====

No. 2
59
Properties=species:S:1:pos:R:3:forces:R:3 method="wB97M-V/def2-TZVPD" charge=0 lumo_energy_ha=-0.0757 homo_lumo_gap_ev=8.2 homo_ev=-10.3
As -0.71514 -4.19006 -3.87526 1.4 -1.4 0.3
F -2.43152 -3.72548 -3.80949 1.4 -0.1 -0.2
F -0.23155 -2.53686 -4.44081 -0.5 -1.7 0.5
F 1.04614 -4.77557 -3.84635 -2.2 1.0 -0.1
F -0.47141 -3.62178 -2.19086 -0.3 -0.2 -1.0
F -1.19637 -5.81291 -3.22980 0.5 1.7 -0.7
F -0.81566 -4.79647 -5.54637 -0.2 0.8 1.5
O -2.85772 -2.70395 3.02045 0.8 -0.2 0.6
O 4.05605 -2.30443 1.79219 -1.6 0.0 0.1
O -3.29654 0.28046 -1.77703 1.5 0.4 -0.4
O -3.56889 3.61617 2.67439 1.1 -1.0 0.3
O 2.11002 1.09052 -3.14045 0.3 1.5 0.1
O -0.13531 -0.03449 0.95171 0.6 0.7 0.1
C -2.28229 -3.99482 3.28848 -0.7 -0.6 0.1
C 6.19302 -1.43749 1.88104 1.0 0.7 2.1
C -4.22619 4.82193 2.94261 -1.3 0.3 -0.8
C -4.12023 5.61538 1.62211 -1.2 -0.2 0.2
C 5.06907 -2.02314 2.75146 -0.1 -1.0 -1.5
C 4.00438 0.97216 -4.50917 0.8 1.2 0.4
C 2.41189 3.14681 -4.53973 0.4 -1.5 0.8
C -5.69978 4.51405 3.36351 0.2 0.6 0.0
C 5.35720 -3.33650 3.53557 0.4 1.0 0.6
C 3.10409 2.00859 -3.73060 -0.9 -1.6 -0.9
C -4.53036 0.10420 -1.19747 -1.8 -1.0 0.2
H -6.13753 5.36611 3.88359 -0.1 0.3 -0.3
H -2.98135 -4.73702 2.90306 0.5 -0.3 -0.8
H -2.22677 -4.32406 4.32608 0.0 0.9 0.6
H -1.25857 -4.07655 2.92319 -0.4 0.1 -0.5
H 3.59108 2.55739 -2.92452 0.4 -0.7 0.2
H -4.60571 -0.86300 -0.70054 0.2 0.0 0.7
H 5.33872 -4.23178 2.91409 0.2 0.2 -0.1
H -4.80573 0.91499 -0.52301 0.1 0.0 -0.1
H -0.64424 0.48388 0.32411 -0.9 0.6 -0.6
H 5.98404 -0.49022 1.38393 -0.8 -0.4 -0.3
H -6.32873 4.24088 2.51622 0.1 0.1 -0.1
H -5.81545 3.71933 4.10049 0.6 -0.3 -0.1
H 4.63434 -1.29626 3.43755 0.2 0.2 -0.1
H 3.20231 3.80104 -4.90757 -0.3 0.1 -0.4
H -5.26273 -0.03066 -1.99343 -0.5 0.6 0.1
H 1.77011 3.67837 -3.83712 0.1 0.2 -0.1
H -3.12659 5.86160 1.24771 0.1 0.3 0.8
H 1.76070 2.69774 -5.28966 0.3 0.3 -0.4
H -3.09853 3.34864 3.46735 -0.1 -0.2 0.0
H 0.46355 -0.59008 0.44744 0.8 -0.9 -0.4
H -4.79932 6.46433 1.70095 0.4 0.4 -0.1
H 6.28234 -3.25483 4.10614 0.4 -0.1 -0.4
H -0.68147 -0.51774 1.57602 -0.7 -0.7 0.5
H -3.78979 5.38179 3.76977 0.4 0.0 0.0
H -3.63379 -2.65083 3.58303 -0.1 0.2 -0.1
H 4.38922 -2.98937 1.20784 0.0 -0.1 -0.1
H 4.45045 0.25131 -3.82398 -0.1 0.2 0.4
H 6.65993 -2.14616 1.19700 -0.2 -0.1 0.1
H -4.52856 5.03185 0.79697 -0.2 -0.4 0.2
H 1.84921 0.56407 -3.89967 -0.4 -0.3 0.1
H -3.35401 -0.23814 -2.58286 0.7 0.0 -0.2
H 4.84313 1.42846 -5.03491 0.0 0.2 -0.1
H 4.64706 -3.47959 4.35000 -0.5 0.1 -0.3
H 3.50892 0.32552 -5.23338 -0.7 0.5 -0.1
H 6.93087 -1.07733 2.59796 0.8 -0.3 0.0

=====

No. 3
121
Properties=species:S:1:pos:R:3:forces:R:3 method="wB97M-V/def2-TZVPD" spin_multiplicity=2 charge=+3 lumo_energy_ha="-0.3353 / -0.4443" homo_lumo_gap_ev="6.4 / 3.4" s2=0.776 homo_ev="-15.5 / -15.5"
Re -0.32928 -0.61600 0.56695 0.5 0.5 -0.7
Br 1.48662 0.98014 -0.90994 -0.2 0.0 0.4
S -0.53409 -3.53944 -3.07118 -0.1 0.1 0.0
S 3.68006 -2.81821 1.58900 0.1 0.1 0.2
Si 3.13516 1.45577 -2.60488 0.2 0.0 -0.2
O -4.60686 4.78332 -0.05489 0.0 -0.1 -0.1
N -2.88971 2.74204 -0.83933 0.2 0.0 0.0
N 1.44482 -1.76261 0.93127 0.2 -0.1 0.0
N -1.41566 -1.29780 1.90461 -0.4 -0.5 0.3
N -0.26201 -1.99964 -1.02294 -0.3 -0.2 -0.1
N -1.68990 0.71830 -0.15586 0.4 0.2 -0.1
C -0.83000 2.07698 3.19087 -0.2 0.2 0.0
C 4.58561 -0.92618 -1.87794 0.0 0.0 0.0
C -0.70041 0.80704 2.65363 0.3 -0.1 -0.3
C -3.29951 4.74267 0.47159 0.0 0.0 0.1
C 2.35336 -0.80224 3.03565 0.1 -0.1 0.0
C -2.94198 0.20695 3.27296 -0.2 0.2 -0.2
C -5.13959 3.49520 -0.28427 0.0 0.1 0.0
C 1.76600 3.94804 -2.91767 0.0 0.1 0.0
C 3.12272 0.96760 -5.40211 0.0 0.0 0.0
C 1.75392 -2.72012 -0.02810 0.2 -0.1 0.2
C -1.07334 -2.23649 -2.02463 0.0 0.0 0.0
C -2.25401 1.68280 -0.48153 -0.4 0.0 0.0
C 0.83016 -2.86182 -1.05930 -0.1 -0.1 -0.3
C -2.35434 4.09232 -0.52319 -0.1 0.0 0.1
C -2.03986 2.37883 3.81142 0.1 0.1 0.0
C 2.30585 0.63541 -4.13749 0.0 0.0 0.1
C 0.81520 -3.77103 -2.12841 0.1 0.1 0.1
C -1.96933 -2.64059 2.25183 0.0 -0.1 0.2
C -4.30059 2.72933 -1.29628 0.0 0.0 0.0
C 4.68766 0.60612 -1.84845 -0.1 0.0 0.0
C -2.52512 -4.23445 4.11338 0.0 -0.1 0.0
C -3.95862 -4.33534 3.58013 0.0 0.0 0.0
C -3.39419 -2.78687 1.69255 0.0 0.0 0.0
C -3.08708 1.46289 3.87201 0.0 -0.1 -0.1
C -1.74270 -0.12356 2.66880 0.3 -0.3 0.4
C 2.22295 -0.89368 -4.01634 0.0 0.0 0.0
C 2.37015 -1.69453 1.85355 0.0 -0.1 0.0
C -1.11284 -3.74405 1.61874 0.0 0.1 0.0
C 0.85999 1.11680 -4.35044 0.0 0.0 0.0
C -1.66302 -5.13470 1.96060 0.0 -0.1 0.0
C -1.65545 -5.32265 3.47971 0.0 0.1 0.0
C -1.95153 -2.85383 3.77622 0.0 0.0 -0.1
C 3.15227 3.36538 -2.59510 -0.1 -0.1 0.1
C -4.35734 1.80908 4.59539 0.0 0.0 0.0
C 5.93691 1.00980 -2.65669 0.0 0.0 0.0
C -3.95585 -4.16634 2.05587 0.0 -0.1 0.0
C 0.30848 3.05869 3.17751 0.0 0.0 0.0
C 4.91673 0.99071 -0.37651 0.0 0.0 0.0
C -2.34324 -1.53549 -2.29857 0.0 0.0 -0.1
C 4.14323 3.89071 -3.65424 0.0 0.0 0.0
C -3.09207 -5.26161 1.42568 0.0 0.1 0.0
C 2.95936 -3.39409 0.19999 -0.2 0.1 -0.1
C 3.58708 3.91185 -1.22584 0.0 0.1 0.0
H 1.79045 5.02342 -2.72155 0.0 0.0 0.0
H -0.91843 -2.77046 4.13472 0.0 0.0 0.0
H 0.43618 0.56088 -5.19287 0.0 0.0 0.0
H 0.73912 3.15398 4.17611 0.0 0.0 0.0
H -2.16319 3.35188 4.27522 0.0 0.0 0.0
H -4.59276 -3.57624 4.04723 0.0 0.0 0.0
H 0.79127 2.16943 -4.60366 0.0 0.0 0.0
H -2.99886 5.77002 0.66840 0.0 0.0 0.0
H -3.06314 -2.20370 -2.77159 0.0 0.0 0.0
H 1.59453 -1.26994 -4.83062 0.0 0.0 0.0
H -2.16065 -0.70209 -2.98510 0.0 0.0 0.0
H -0.08381 -3.65916 1.98572 0.0 0.0 0.0
H -2.52666 -4.35299 5.19815 0.0 0.0 0.0
H 3.01077 3.49908 -0.39463 0.0 0.0 0.0
H 2.73775 0.38172 -6.24137 0.0 0.0 0.0
H -0.63231 -5.25229 3.86316 0.0 0.0 0.0
H 6.78932 0.41606 -2.31489 0.0 0.0 0.0
H 5.39040 -1.33826 -1.25981 0.0 0.0 0.0
H 3.86535 3.61271 -4.66934 0.0 0.0 0.0
H -1.34168 3.99747 -0.13416 0.0 0.0 0.0
H 4.06415 0.73069 0.25640 0.0 0.0 0.0
H -6.14145 3.63883 -0.68360 0.0 0.0 0.0
H 3.43859 4.99497 -1.22420 0.0 0.0 0.0
H -3.35306 -2.66207 0.60207 0.0 0.0 0.0
H -4.63732 1.69952 -1.40059 0.0 0.0 0.0
H 2.50098 0.23271 2.71558 0.0 0.0 0.0
H 1.10260 2.75056 2.49534 0.0 0.0 0.0
H 1.54064 -4.54152 -2.35208 0.0 0.1 0.0
H -2.33885 4.65630 -1.45628 0.0 0.0 0.0
H -4.25000 1.59133 5.66017 0.0 0.0 0.0
H 6.19793 2.05605 -2.50693 0.0 0.0 0.0
H -2.03471 -6.31180 3.74099 0.0 0.0 0.0
H 0.23002 0.93602 -3.47474 0.0 0.0 0.0
H -2.75180 -1.14305 -1.37103 0.0 0.0 0.0
H 3.03655 2.01676 -5.67898 0.0 0.0 0.0
H -4.05771 -2.01445 2.07962 0.0 0.0 0.0
H -3.78682 -0.46366 3.26384 0.0 -0.1 0.1
H 1.76987 -1.19531 -3.06445 0.0 0.0 0.0
H 1.38888 -0.87702 3.54109 0.0 0.0 0.0
H -4.33847 3.22248 -2.26802 0.0 0.0 0.0
H 5.16691 3.56558 -3.47917 0.0 0.0 0.0
H 3.41306 -4.17030 -0.40028 0.0 0.0 0.0
H -3.49684 -6.24313 1.67709 0.0 0.0 0.0
H -4.97750 -4.23155 1.67627 0.0 0.0 0.0
H -5.20216 1.22969 4.22506 0.0 0.0 0.0
H 5.78772 0.43665 -0.01255 0.0 0.0 0.0
H 3.62935 -1.27724 -1.47486 0.0 0.0 0.0
H 3.14452 -1.05590 3.73898 0.0 0.0 0.0
H 0.96797 3.51799 -2.30667 0.0 0.0 0.0
H -3.28696 4.17667 1.41601 0.0 0.0 0.0
H -3.10410 -5.17438 0.33298 0.0 0.0 0.0
H -2.53477 -2.08919 4.28649 0.0 0.0 0.0
H 0.30163 0.51165 2.26660 -0.2 0.1 0.2
H -1.11916 -3.62589 0.53179 0.0 0.0 0.0
H 5.82847 0.83263 -3.72838 0.0 0.0 0.0
H 4.71771 -1.33581 -2.87618 0.0 0.0 0.0
H 3.18834 -1.38158 -4.11415 0.0 0.0 0.0
H -1.02223 -5.88534 1.48968 0.0 0.0 0.0
H -0.03228 4.05371 2.88806 0.0 0.0 0.0
H 1.50665 3.83023 -3.96732 0.0 0.0 0.0
H 4.14330 4.98330 -3.61017 0.0 0.0 0.0
H 4.18285 0.72739 -5.30000 0.0 0.0 0.0
H 4.64550 3.74565 -1.03764 0.0 0.0 0.0
H -4.38057 -5.30855 3.83811 0.0 0.0 0.0
H -4.59177 2.86882 4.50370 0.0 0.0 0.0
H -5.20625 2.93496 0.65776 0.0 0.0 0.0
H 5.13218 2.04368 -0.23231 0.0 0.0 0.0

=====

No. 4
51
Properties=species:S:1:pos:R:3:forces:R:3 method="wB97M-V/def2-TZVPD" charge=-1 lumo_energy_ha=0.0960 homo_lumo_gap_ev=7.7 homo_ev=-5.1
Sr 0.03797 -0.33652 -1.79719 -2.7 2.3 1.6
Br -5.36190 4.50513 -0.14116 0.0 0.0 0.0
S 1.82505 -1.93225 -2.57280 1.4 -1.3 -0.7
O -2.05528 -2.15320 -0.41023 0.6 0.0 0.0
O 2.16764 -0.48053 -2.77592 0.5 -0.2 -0.3
O 1.55045 -2.05738 -1.09740 0.3 -0.4 0.0
O 2.83234 -2.83922 -3.04510 0.2 -0.1 -0.1
O 0.48023 -2.11205 -3.23010 0.4 -0.5 -0.3
C -2.10637 -1.82840 0.99591 0.1 -0.2 -0.2
C -4.24979 1.94786 -0.77359 0.2 0.0 0.0
C 0.06458 1.97202 2.39492 0.0 -0.1 -0.1
C 1.64128 2.20561 0.44727 0.0 0.0 -0.1
C -1.66648 2.85887 -1.11363 0.0 -0.1 0.0
C 3.52535 -1.55163 1.29928 0.0 0.1 0.0
C 2.68911 1.76516 -0.36168 0.0 0.0 0.0
C 3.14262 2.57035 -1.55717 -0.1 -0.2 0.0
C -1.85960 1.46644 -1.26797 -0.4 0.5 0.1
C -3.20448 1.07223 -1.08318 0.1 0.0 0.0
C 1.19091 1.45735 1.53284 0.0 0.0 0.0
C -1.31664 -3.39714 -0.56922 -0.3 0.1 0.0
C -1.51094 -3.02475 1.74942 0.0 0.0 -0.2
C -2.67233 3.76980 -0.77991 0.0 -0.1 0.0
C -1.58402 -4.15301 0.71075 0.0 0.0 0.2
C 3.29683 0.54858 -0.05921 0.0 0.0 0.0
C -3.96015 3.29099 -0.61012 0.1 -0.1 0.0
C 1.82323 0.24831 1.80919 0.0 -0.1 -0.1
C 2.87275 -0.22257 1.01953 0.1 0.0 0.1
H -0.71354 2.43550 1.78305 0.0 0.0 0.0
H -0.66929 3.28477 -1.26619 -0.2 -0.1 0.1
H -0.25181 -3.20621 -0.69180 0.1 0.1 0.0
H -1.69111 -3.88028 -1.47045 0.0 0.0 0.0
H 2.36544 3.26398 -1.88374 0.0 0.0 0.0
H 3.38001 1.90402 -2.38960 0.0 0.0 0.1
H -2.58482 -4.58823 0.69217 0.0 -0.1 0.0
H -0.46839 -2.82606 2.00978 0.0 0.0 0.0
H 3.46186 -2.18273 0.41185 0.0 0.0 0.0
H -3.14565 -1.65520 1.26299 -0.2 0.0 0.0
H -5.26815 1.59303 -0.66400 0.0 0.0 0.0
H 1.48223 -0.34963 2.65177 0.0 0.0 -0.1
H -2.46184 4.82668 -0.65169 0.0 -0.1 0.0
H -0.85280 -4.94346 0.88670 0.0 0.0 0.0
H -0.39164 1.16494 2.97221 0.0 0.0 0.0
H 4.57876 -1.42407 1.55946 0.0 0.0 0.0
H -1.55608 -0.90460 1.17647 0.1 0.1 0.0
H 4.03468 3.15382 -1.32159 0.0 0.0 0.0
H -3.47232 0.01571 -1.18120 0.0 0.2 0.0
H 0.42615 2.72280 3.10139 0.0 0.0 0.0
H 4.08545 0.17192 -0.70576 -0.1 0.0 0.0
H -2.06295 -3.24714 2.66178 0.0 0.0 0.0
H 1.15392 3.15008 0.22087 0.0 -0.1 0.0
H 3.02955 -2.06975 2.12200 0.0 0.0 0.0

=====

Table of total energy (eV), in record order: -19256.08278 -101400.60357 -156875.05120 -112047.12133